## A
C9H13NO in the gas phase. Source: OMol25; level of theory: ωB97M-V/def2-TZVPD.

```
24
Properties=species:S:1:pos:R:3:mulliken_charge:R:1
H -1.97635 1.14166 3.27180 0.224
N -1.81251 0.95370 2.36504 -0.551
C -0.64359 0.77963 1.94428 -0.323
C -0.46581 0.24053 0.44887 0.047
C 0.20370 -1.08661 0.35311 0.192
C -0.12309 -2.36981 -0.20446 -0.489
C 0.91766 -3.23071 0.08587 -0.440
C 1.78912 -2.58745 0.89027 -0.540
O 1.35141 -1.25177 1.05342 -0.353
C 0.23234 1.12813 -0.64626 0.430
C -0.03878 0.63478 -2.09410 -1.563
C -0.31647 2.62289 -0.69405 -1.327
H 0.28775 1.06571 2.39042 0.430
H -1.43259 0.12365 0.08741 0.289
H -1.07126 -2.41341 -0.75477 0.420
H 0.89666 -4.28139 -0.05128 0.409
H 2.43491 -2.80267 1.69358 0.397
H 1.27929 1.08956 -0.52006 0.534
H 0.68547 0.96857 -2.78292 0.410
H -0.09736 -0.45282 -2.36293 0.319
H -0.98153 1.01524 -2.35396 0.445
H 0.60477 3.20781 -0.46076 0.271
H -0.65930 2.88909 -1.70655 0.352
H -1.06444 2.61571 0.04802 0.415
```

## Properties
- Total charge: 0
- Frontier orbital gap: 0.340 Eh
- Molecular weight: 151.2 g mol⁻¹
- HOMO energy: -8.225 eV

---

## B
2 unconnected molecules or ions with the total composition C9H13NO. Source: OMol25; level of theory: ωB97M-V/def2-TZVPD.

```
24
Properties=species:S:1:pos:R:3:mulliken_charge:R:1
C 0.50322 2.53185 -1.18978 -0.146
C 0.47515 1.39506 -0.72329 -1.165
C 1.17505 0.15892 -0.44037 2.148
C 0.44101 -1.04286 -1.01498 -1.483
C 2.60757 0.24297 -1.04965 -1.689
C 1.32324 -0.05436 1.14004 -1.351
H 0.19632 3.57249 -1.19698 0.382
H 0.05578 -0.75436 -1.96934 0.434
H 1.03375 -1.92328 -1.23563 0.396
H -0.37404 -1.29991 -0.34026 0.173
H 3.19394 -0.47278 -0.62440 0.533
H 2.99095 1.31419 -0.77170 0.329
H 2.64501 0.33456 -2.17451 0.355
H 1.46945 0.98122 1.41985 0.401
H 2.23485 -0.66805 1.33504 0.321
H 0.36910 -0.31338 1.59140 0.332
C -2.67388 -1.23879 1.56808 -0.034
C -2.78319 -1.33467 0.20621 -0.555
O -2.69896 0.00437 -0.23062 -0.254
C -2.28997 0.73705 0.81897 0.245
N -2.43160 0.00318 1.94648 -0.518
H -2.89296 -1.86976 2.44641 0.430
H -2.74046 -2.26091 -0.28918 0.442
H -1.82933 1.95725 0.77821 0.272
```

## Properties
- Total charge: 0
- Frontier orbital gap: 0.369 Eh
- Molecular weight: 151.2 g mol⁻¹
- HOMO energy: -9.193 eV

---

## C
2 unconnected molecules or ions with the total composition C9H13NO. Source: OMol25; level of theory: ωB97M-V/def2-TZVPD.

```
24
Properties=species:S:1:pos:R:3:mulliken_charge:R:1
C -0.86950 -2.03668 -0.77147 -1.280
C -0.67994 -1.19598 0.45325 1.048
C -0.22066 -1.72678 1.66522 -0.597
C -0.31966 -0.95845 2.81389 -0.422
C -0.81102 0.34908 2.81894 -0.358
C -1.24932 0.87795 1.61618 -0.461
C -1.13253 0.12568 0.46374 -0.697
H -1.94253 -1.94970 -0.97533 0.312
H -0.63677 -3.08748 -0.64100 0.382
H -0.44224 -1.54054 -1.63741 0.222
H 0.14952 -2.74450 1.68318 0.350
H 0.09321 -1.25413 3.78166 0.300
H -0.74763 0.90022 3.74467 0.403
H -1.70566 1.85812 1.50576 0.386
H -1.42012 0.69360 -0.41763 0.386
C 2.06151 0.71266 -2.92277 -1.288
C 0.99753 1.07026 -1.95048 0.825
N 1.48279 1.14156 -0.66866 -0.279
O -0.12246 1.48838 -2.19682 -0.600
H 1.82504 0.95621 -3.95778 0.342
H 2.37928 -0.34009 -2.88132 0.310
H 3.05000 1.18214 -2.79884 0.368
H 1.00205 1.48865 0.13812 0.172
H 2.47681 1.07835 -0.51301 0.176
```

## Properties
- Total charge: 0
- Frontier orbital gap: 0.352 Eh
- Molecular weight: 151.2 g mol⁻¹
- HOMO energy: -8.772 eV

---

Which is most stable? The ranking, best first, is C, A, B.

---

## A
A molecular structure, C9H13NO. Source: OMol25; level of theory: ωB97M-V/def2-TZVPD.

```
24
Properties=species:S:1:pos:R:3:mulliken_charge:R:1
C 1.65254 1.27782 -0.59209 -1.762
C 0.14812 1.63207 -0.61511 0.114
C -0.72816 0.37458 -0.90301 -0.633
C -0.48956 -0.70734 0.08062 0.618
C 0.25302 -1.86589 -0.30237 -0.116
C 0.46378 -2.89159 0.63511 -0.360
C -0.06430 -2.85917 1.93215 -0.505
C -0.79201 -1.59883 2.17854 -0.882
C -1.07205 -0.63418 1.22766 -0.087
H 1.90028 0.59115 -0.11718 0.689
H 2.22785 1.92758 0.01181 0.476
H 1.89049 1.55838 -1.86928 0.129
H -0.41368 2.00006 0.63148 0.417
H 0.04601 3.72075 -1.25508 0.244
H 0.04841 2.20659 -2.74074 0.347
H -0.13718 0.23792 -1.71878 0.416
H -1.67136 1.67582 -1.06937 0.525
H 0.58364 -1.65724 -1.42013 0.172
H 1.03969 -3.97900 0.62976 0.132
H 0.14072 -3.45890 2.81910 0.377
H -1.10562 -1.59264 2.99798 0.777
H -1.56571 0.42774 1.95910 0.121
N -0.27437 2.77382 -1.55252 -0.632
O -2.08055 0.84051 -0.94767 -0.574
```

## Properties
- Total charge: 0
- Frontier orbital gap: 0.354 Eh
- Molecular weight: 151.2 g mol⁻¹
- HOMO energy: -9.022 eV

---

## B
2 unconnected molecules or ions with the total composition C9H13NO. Source: OMol25; level of theory: ωB97M-V/def2-TZVPD.

```
24
Properties=species:S:1:pos:R:3:mulliken_charge:R:1
C -3.00151 -0.22574 2.18013 -1.382
C -2.33571 -0.36180 0.84174 0.804
C -1.02168 0.05026 0.70230 -0.471
C -0.31203 -0.26474 -0.47118 0.319
C -0.98934 -0.78228 -1.55834 -0.634
C -2.34964 -1.10282 -1.42562 -0.316
C -3.02163 -0.96924 -0.22109 -0.709
H -2.47779 -0.66140 3.03441 0.323
H -3.94430 -0.77465 2.22729 0.370
H -3.26548 0.81376 2.39387 0.292
H -0.50088 0.52876 1.51834 0.404
H 0.73553 -0.00769 -0.52323 -0.050
H -0.59557 -0.97104 -2.54505 0.369
H -2.96750 -1.42571 -2.25645 0.347
H -4.06615 -1.23689 -0.16294 0.325
C 3.14670 0.75563 0.66211 -1.098
C 3.45344 0.27948 -0.74118 0.629
N 3.39053 1.30426 -1.67441 -0.370
O 3.78123 -0.84319 -1.00802 -0.583
H 2.25933 1.38014 0.70564 0.330
H 4.01429 1.23649 1.11813 0.385
H 3.05655 -0.14193 1.27801 0.303
H 3.59107 1.14686 -2.65197 0.219
H 3.42055 2.27348 -1.42248 0.197
```

## Properties
- Total charge: 0
- Frontier orbital gap: 0.360 Eh
- Molecular weight: 151.2 g mol⁻¹
- HOMO energy: -8.995 eV

---

Which is most stable? The ranking, best first, is B, A.

---

## A
C9H13NO in the gas phase. Source: OMol25; level of theory: ωB97M-V/def2-TZVPD.

```
24
Properties=species:S:1:pos:R:3:mulliken_charge:R:1
C -1.63006 -1.55800 1.19741 -1.163
C -0.74722 -0.34989 1.00351 -0.531
C -0.77379 0.61206 -0.09095 1.552
C -1.71979 0.12703 -1.15743 -1.522
C -0.57534 2.08164 0.06544 -1.943
C 0.48068 -0.21708 0.15316 1.087
C 1.03311 -1.07238 -0.94635 -0.674
C 2.39064 -0.95261 -0.90968 -0.638
C 2.72424 0.03583 0.07475 0.542
O 3.92041 0.50477 0.41805 -0.516
N 1.67257 0.49991 0.65253 -0.728
H -1.59208 -1.72896 2.27926 0.372
H -1.44400 -2.27982 0.34778 0.237
H -2.65263 -1.16780 0.97942 0.254
H -0.61550 0.05565 2.01416 0.382
H -1.58207 -0.90524 -1.68327 0.247
H -1.91422 0.96333 -1.94313 0.341
H -2.72688 0.02458 -0.69260 0.335
H 0.11471 2.42421 0.85012 0.390
H -1.52565 2.50447 0.25672 0.479
H -0.11446 2.42980 -0.78530 0.459
H 0.42787 -1.81694 -1.36414 0.380
H 3.09971 -1.51650 -1.64686 0.300
H 3.74976 1.30192 0.92739 0.361
```

## Properties
- Total charge: 0
- Frontier orbital gap: 0.362 Eh
- Molecular weight: 151.2 g mol⁻¹
- HOMO energy: -8.981 eV

---

## B
2 unconnected molecules or ions with the total composition C9H13NO. Source: OMol25; level of theory: ωB97M-V/def2-TZVPD.

```
24
Properties=species:S:1:pos:R:3:mulliken_charge:R:1
C -2.35665 1.04615 -0.57987 -0.409
C -1.02366 0.99017 -0.85538 -0.572
C -3.00743 -0.06025 0.13350 0.701
C -0.32823 -0.10150 -0.23960 0.334
C -4.34590 -0.07265 0.31080 -0.895
C 2.03410 -1.73544 -0.21699 -1.432
C 1.79918 0.17309 1.41477 -1.502
C 2.35221 0.79069 -0.86072 -1.412
C 1.70677 -0.26745 0.01573 1.407
N -2.15651 -0.91305 0.86039 -0.615
O -0.86051 -0.81183 0.65061 0.008
H -3.05481 1.86837 -0.85367 0.253
H -0.53805 1.57470 -1.61129 0.447
H -4.85789 -0.80042 0.92205 0.327
H -4.93314 0.70353 -0.38709 0.127
H 1.41458 -2.40492 0.42549 0.309
H 2.15379 -2.05787 -1.33966 0.306
H 3.11911 -1.86863 0.00150 0.412
H 2.88846 0.39588 1.68658 0.343
H 1.53347 -0.53833 2.12880 0.462
H 1.08142 1.01071 1.64147 0.343
H 1.78932 1.65286 -0.64394 0.389
H 2.13426 0.43151 -1.93705 0.309
H 3.45613 0.99469 -0.66643 0.359
```

## Properties
- Total charge: 0
- Frontier orbital gap (alpha / beta): 0.252 / 0.239 Eh
- Molecular weight: 151.2 g mol⁻¹
- HOMO energy (alpha / beta): -7.051 / -6.712 eV

---

Which is most stable? The ranking, best first, is A, B.